Computed, not measured: a 12-piece molecular cluster, C31H85N2O12P overall at a distorted geometry, with wB97M-V/def2-TZVPD.

Computed properties:
DFT total energy in Eh: -2585.4886
SMILES: CC(C)CC[C@H]1C(=O)NC[C@@H]1[PH2]=N.CCO.CCO.CCO.CCO.CCO.CCO.CCO.CCO.CCO.CCO.CCO
Charge: 0
HOMO-LUMO gap in Eh: 0.3274

Element x y z (Å)
1 C 2.15818 0.61899 -3.27144
2 C 1.89447 2.18813 -3.75278
3 C 1.50628 3.11895 -2.45963
4 C 0.81752 2.30538 -5.00902
5 C -0.66738 1.69693 -4.67526
6 C -1.64999 2.68824 -3.81462
7 C -2.78373 3.58669 -4.64365
8 O -2.90427 3.83409 -5.95076
9 N -3.65574 4.03839 -3.45902
10 C -3.51157 3.11902 -2.22820
11 C -2.74656 1.80141 -2.91777
12 P -1.98375 0.50925 -1.68302
13 N -3.13200 -0.14639 -0.74858
14 H 3.32618 0.47249 -3.10757
15 H 1.74924 -0.12340 -4.10840
16 H 1.56537 0.43289 -2.27606
17 H 2.94994 2.57296 -4.14287
18 H 1.13929 4.17368 -2.84667
19 H 0.56228 2.62359 -1.93725
20 H 2.37598 3.29306 -1.69554
21 H 0.79187 3.39876 -5.48663
22 H 1.27447 1.61828 -5.87195
23 H -1.20905 1.52502 -5.72526
24 H -0.55434 0.62229 -4.19790
25 H -1.17138 3.53662 -3.13522
26 H -3.12162 4.92191 -3.20997
27 H -4.48147 2.89046 -1.60315
28 H -2.72656 3.46288 -1.39890
29 H -3.63098 1.33190 -3.56751
30 H -0.98111 1.14596 -0.83482
31 H -1.30945 -0.54665 -2.43102
32 H -2.83241 0.09463 0.23707
33 C 3.23253 7.53088 -2.93424
34 C 4.08633 6.58728 -2.11277
35 O 3.95637 5.26189 -2.60559
36 H 2.18084 7.22818 -2.89816
37 H 3.31798 8.55637 -2.56424
38 H 3.53405 7.50933 -3.98658
39 H 3.76746 6.59525 -1.06633
40 H 5.14118 6.87555 -2.15432
41 H 4.25005 5.26388 -3.53283
42 C -3.98983 -2.48227 2.77132
43 C -5.19283 -2.77384 1.89842
44 O -5.86987 -1.56537 1.58601
45 H -4.29771 -1.98507 3.69706
46 H -3.45935 -3.40427 3.02498
47 H -3.29649 -1.80521 2.26175
48 H -5.89342 -3.43275 2.41976
49 H -4.89201 -3.25929 0.96495
50 H -5.24170 -0.99063 1.11580
51 C -5.12847 -1.76901 7.66938
52 C -3.62478 -1.68994 7.50560
53 O -3.30295 -1.00077 6.30648
54 H -5.58163 -2.28582 6.81701
55 H -5.39338 -2.30154 8.58704
56 H -5.56758 -0.76663 7.70401
57 H -3.19254 -2.69332 7.44924
58 H -3.16542 -1.16308 8.34757
59 H -3.68399 -0.10815 6.37018
60 C -1.50178 -6.10222 2.20893
61 C -2.70478 -6.39379 1.33603
62 O -3.38182 -5.18532 1.02362
63 H -1.80966 -5.60502 3.13467
64 H -0.97130 -7.02422 2.46259
65 H -0.80844 -5.42516 1.69936
66 H -3.40537 -7.05270 1.85737
67 H -2.40396 -6.87924 0.40256
68 H -2.75365 -4.61058 0.55341
69 C 4.16669 -3.90007 -3.08973
70 C 2.89654 -3.27584 -3.62937
71 O 3.05053 -2.97826 -5.00928
72 H 5.01615 -3.22265 -3.22574
73 H 4.06604 -4.13139 -2.02567
74 H 4.40507 -4.82202 -3.63008
75 H 2.67402 -2.34366 -3.10182
76 H 2.04485 -3.95233 -3.50890
77 H 3.23937 -3.81379 -5.46997
78 C 2.66669 5.84798 2.56352
79 C 1.39654 6.47221 2.02388
80 O 1.55053 6.76979 0.64397
81 H 3.51615 6.52540 2.42750
82 H 2.56604 5.61667 3.62757
83 H 2.90507 4.92603 2.02317
84 H 1.17402 7.40439 2.55142
85 H 0.54485 5.79572 2.14434
86 H 1.73937 5.93426 0.18328
87 C 7.00865 3.86384 4.05919
88 C 6.15611 4.39004 2.92320
89 O 5.43299 5.53535 3.34954
90 H 6.38416 3.60321 4.92005
91 H 7.56923 2.97792 3.74817
92 H 7.71594 4.62760 4.39862
93 H 5.43606 3.63170 2.60189
94 H 6.77445 4.66513 2.06326
95 H 6.08165 6.20582 3.62473
96 C -0.65752 -1.82622 3.91370
97 C 0.57096 -1.48679 3.09530
98 O 0.34262 -1.79302 1.72765
99 H -0.90584 -2.88787 3.81260
100 H -0.49622 -1.60022 4.97141
101 H -1.52635 -1.26108 3.56079
102 H 1.43144 -2.06975 3.43666
103 H 0.81820 -0.42420 3.18074
104 H -0.41804 -1.26393 1.43189
105 C -7.39135 -6.25648 1.08652
106 C -8.24389 -5.73029 -0.04947
107 O -8.96701 -4.58498 0.37687
108 H -8.01584 -6.51711 1.94738
109 H -6.83077 -7.14240 0.77549
110 H -6.68406 -5.49273 1.42595
111 H -8.96394 -6.48862 -0.37078
112 H -7.62555 -5.45520 -0.90941
113 H -8.31835 -3.91451 0.65205
114 C 3.63505 -4.41060 6.48196
115 C 2.78252 -3.88441 5.34597
116 O 2.05940 -2.73910 5.77230
117 H 3.01057 -4.67124 7.34281
118 H 4.19564 -5.29652 6.17093
119 H 4.34235 -3.64685 6.82138
120 H 2.06247 -4.64274 5.02466
121 H 3.40086 -3.60932 4.48602
122 H 2.70806 -2.06863 6.04749
123 C 3.52241 -0.08693 -9.47260
124 C 2.32391 -0.29431 -8.56997
125 O 2.21492 0.78426 -7.65279
126 H 4.44127 -0.01456 -8.88146
127 H 3.62325 -0.91230 -10.18284
128 H 3.42888 0.84990 -10.03153
129 H 2.43173 -1.22006 -7.99712
130 H 1.39955 -0.35466 -9.15258
131 H 2.11102 1.60055 -8.17133

Computed, not measured: C31H86CdN5O15 as an isolated structure at a distorted geometry, with wB97M-V/def2-TZVPD.

Computed properties:
DFT total energy in Eh: -2802.2319
Charge: +1
HOMO-LUMO gap in Eh: 0.2171

Element x y z (Å)
1 Cd -1.91408 0.91994 -3.06011
2 C 0.44647 -0.45108 -0.96423
3 O -0.74746 0.06928 -1.51294
4 H 0.23642 -1.43562 -0.54633
5 H 1.16290 -0.57249 -1.77668
6 H 0.87978 0.12588 -0.14725
7 C -2.78483 -3.06032 0.27578
8 O -3.76998 -2.58546 -0.68289
9 C -4.89585 -3.46817 -0.79457
10 C -5.72690 -3.04979 -2.02557
11 N -6.44236 -1.80196 -1.76138
12 C -7.15725 -1.45259 -2.99681
13 C -8.08656 -2.58442 -3.67707
14 O -7.48140 -3.26228 -4.77973
15 C -7.41850 -2.47962 -5.98950
16 H -2.20738 -2.14984 0.43599
17 H -2.09395 -3.79878 -0.13099
18 H -3.11915 -3.36481 1.26755
19 H -5.44134 -3.46417 0.14911
20 H -4.63313 -4.47678 -1.11360
21 H -6.41126 -3.87896 -2.20506
22 H -5.12193 -3.06046 -2.93221
23 H -5.87609 -0.98739 -1.57188
24 H -6.49155 -0.92305 -3.67838
25 H -7.87821 -0.69328 -2.69387
26 H -9.10646 -2.25885 -3.88181
27 H -8.24918 -3.37087 -2.94008
28 H -6.87905 -1.57287 -5.71583
29 H -8.41000 -2.08396 -6.20968
30 H -7.09948 -3.02296 -6.87895
31 C 0.96249 2.10689 2.99282
32 O 0.93366 3.40787 2.42453
33 C 0.11999 3.55583 1.30847
34 C 0.15726 5.05824 0.96125
35 N -0.34783 5.80467 2.05936
36 C -0.41733 7.23764 1.64752
37 C 0.99953 7.91694 1.91367
38 O 1.31548 7.90307 3.29740
39 C 2.37420 8.80964 3.55281
40 H -0.03190 1.91326 3.39506
41 H 1.64241 2.20113 3.83954
42 H 1.16259 1.27267 2.32041
43 H -0.86935 3.25594 1.65399
44 H 0.54811 3.03712 0.45072
45 H -0.44252 5.39688 0.11645
46 H 1.22045 5.25202 0.81927
47 H 0.31025 5.69643 2.81785
48 H -1.11829 7.76684 2.29305
49 H -0.87122 7.44989 0.67951
50 H 0.84750 8.88009 1.42653
51 H 1.83608 7.46103 1.38411
52 H 3.24099 8.62786 2.91741
53 H 2.71504 8.73758 4.58564
54 H 2.06419 9.83572 3.35491
55 C 9.62286 -2.81370 4.90290
56 O 8.73749 -1.99896 4.15374
57 C 9.30904 -0.85174 3.52391
58 C 8.28034 0.03498 2.81793
59 N 7.95493 -0.63076 1.57997
60 C 7.29001 0.21441 0.50965
61 C 5.92093 0.76813 0.83596
62 O 4.93929 -0.30842 1.01067
63 C 3.64227 0.13928 1.18695
64 H 10.49460 -2.97809 4.26955
65 H 9.05476 -3.72588 5.08539
66 H 10.02588 -2.36329 5.80999
67 H 10.05684 -1.29210 2.86439
68 H 9.92381 -0.23959 4.18378
69 H 8.62177 1.05865 2.66422
70 H 7.44753 0.09573 3.51852
71 H 7.31472 -1.36943 1.83411
72 H 7.18476 -0.39043 -0.39102
73 H 7.96293 1.05185 0.32531
74 H 5.64056 1.50515 0.08344
75 H 6.05703 1.28891 1.78379
76 H 3.41988 0.37206 2.22832
77 H 3.00263 -0.66939 0.83337
78 H 3.48614 1.09053 0.67817
79 C 3.86691 2.14065 -5.84197
80 O 3.45681 0.80153 -5.78177
81 C 2.67698 0.48134 -4.61159
82 C 2.22598 -0.99653 -4.78098
83 N 1.32912 -1.27987 -5.92283
84 C 0.93684 -2.67894 -6.19815
85 C 0.14921 -3.38755 -5.11313
86 O -1.21692 -3.13160 -5.00847
87 C -1.80517 -3.61243 -3.77817
88 H 4.20092 2.33898 -6.86040
89 H 4.64066 2.42259 -5.12787
90 H 3.03362 2.82903 -5.70104
91 H 1.77274 1.07886 -4.49580
92 H 3.23658 0.51492 -3.67681
93 H 1.94879 -1.46048 -3.83440
94 H 3.13710 -1.53572 -5.04028
95 H 1.73679 -0.87891 -6.75538
96 H 1.82311 -3.26450 -6.44259
97 H 0.24615 -2.75067 -7.03833
98 H 0.61531 -3.21027 -4.14389
99 H 0.19633 -4.46290 -5.28492
100 H -2.85452 -3.36778 -3.61348
101 H -1.24905 -3.25562 -2.91127
102 H -1.61900 -4.68457 -3.71535
103 C -0.30513 -4.70642 2.82441
104 O -1.19049 -3.66394 3.11827
105 C -0.45784 -2.38515 2.97730
106 C -1.11322 -1.26145 3.84033
107 N -2.38313 -0.93106 3.24190
108 C -3.14973 0.19664 3.82823
109 C -3.69094 -0.25462 5.17801
110 O -4.61427 -1.34499 4.90579
111 C -5.41717 -1.89852 5.97167
112 H -0.80400 -5.64267 3.07474
113 H 0.54362 -4.79548 3.50249
114 H -0.03512 -4.75400 1.76946
115 H -0.27142 -2.07495 1.94914
116 H 0.53789 -2.39929 3.42049
117 H -0.43701 -0.40840 3.89636
118 H -1.12216 -1.61305 4.87202
119 H -2.88056 -1.80815 3.30012
120 H -4.08257 0.31424 3.27679
121 H -2.55545 1.10721 3.90436
122 H -4.10437 0.65719 5.60903
123 H -2.97831 -0.62852 5.91317
124 H -4.79466 -2.13111 6.83566
125 H -5.81412 -2.85138 5.62153
126 H -6.19584 -1.19442 6.26496
127 O -2.09361 0.92880 0.88733
128 H -2.23623 0.17606 1.46116
129 H -1.47457 0.61438 0.22842
130 O -3.47273 -0.46966 -2.57085
131 H -3.55551 -0.91061 -1.72531
132 H -4.36694 -0.43164 -2.91025
133 O -2.76837 2.20667 -1.43722
134 H -3.70490 2.00889 -1.43225
135 H -2.45581 1.90957 -0.58266
136 O -0.35923 2.31737 -3.22387
137 H 0.18380 2.02709 -2.49101
138 H 0.10994 3.06827 -3.58754

Computed, not measured: a 13-piece molecular cluster, C31H88N8O13 overall at a distorted geometry, with wB97M-V/def2-TZVPD.

Computed properties:
DFT total energy in Eh: -2650.0110
Charge: 0
HOMO-LUMO gap in Eh: 0.3431

Element x y z (Å)
1 C 8.60377 -4.62781 -1.62832
2 O 8.68851 -5.31965 -2.66485
3 N 9.61059 -4.40828 -0.84844
4 N 7.53745 -3.99141 -1.15309
5 H 10.38327 -5.03094 -1.03651
6 H 9.44301 -3.94844 0.03506
7 H 7.59370 -3.30356 -0.41567
8 H 6.69257 -4.00536 -1.70633
9 C 8.15246 1.24243 2.18321
10 O 6.94100 1.32903 2.29520
11 N 8.91053 2.10762 1.62603
12 N 8.70105 0.10707 2.29664
13 H 8.52766 2.94248 1.20588
14 H 9.87300 1.82687 1.50377
15 H 9.69300 -0.00106 2.14027
16 H 8.13554 -0.60948 2.72889
17 C 0.47450 -0.34567 0.17830
18 O -0.34055 -0.34784 -0.74434
19 N 0.10993 0.04833 1.37155
20 N 1.65383 -0.75718 0.11888
21 H -0.85018 0.36167 1.38170
22 H 0.87014 0.24685 2.00620
23 H 1.91666 -1.18701 -0.75648
24 H 2.32892 -0.48783 0.82017
25 C 3.76291 -4.22460 -5.71316
26 O 3.63072 -3.76277 -4.57369
27 N 2.90328 -4.02693 -6.67175
28 N 4.78637 -4.97152 -6.01603
29 H 2.26142 -3.29968 -6.39030
30 H 3.14465 -4.12470 -7.64760
31 H 5.50764 -5.11374 -5.32346
32 H 4.94136 -5.15755 -6.99657
33 C -4.00533 5.00149 5.02177
34 C -4.75504 5.55274 3.76323
35 C -4.13423 6.86590 3.43201
36 O -4.47683 4.64170 2.70690
37 H -4.36553 5.66683 5.80641
38 H -2.94737 5.25665 4.96087
39 H -4.29491 4.00823 5.36481
40 H -5.80963 5.78797 3.90683
41 H -4.12849 7.52555 4.29972
42 H -4.69636 7.46827 2.71838
43 H -3.13196 6.78214 3.01186
44 H -4.96698 3.85754 2.96465
45 C -2.72450 -1.39217 -7.90546
46 C -2.86272 -1.27141 -6.35290
47 C -3.43038 -2.46012 -5.61097
48 O -1.57861 -0.98649 -5.92240
49 H -3.68596 -1.43455 -8.41721
50 H -2.19431 -2.23870 -8.34180
51 H -2.11923 -0.55706 -8.25810
52 H -3.54883 -0.44124 -6.18505
53 H -2.70886 -3.27708 -5.60047
54 H -4.33730 -2.77608 -6.12649
55 H -3.65642 -2.34369 -4.55105
56 H -1.63617 -0.92756 -4.96594
57 C 2.18114 0.99016 7.73760
58 C 3.53525 0.94220 7.01152
59 C 4.66746 0.26070 7.83588
60 O 3.28194 0.24611 5.87087
61 H 1.34704 1.39258 7.16275
62 H 2.36489 1.64310 8.59084
63 H 1.93739 -0.01188 8.09060
64 H 3.82685 1.95126 6.72020
65 H 4.56581 -0.81084 8.00782
66 H 4.63485 0.74952 8.80959
67 H 5.61492 0.48799 7.34724
68 H 3.92391 0.49213 5.20084
69 C -0.04122 -6.97669 -0.96284
70 C -1.36980 -6.94232 -0.14608
71 C -2.52410 -7.50713 -1.02126
72 O -1.45054 -7.70167 1.04691
73 H 0.21857 -7.95751 -1.36110
74 H 0.73976 -6.84653 -0.21370
75 H -0.05873 -6.12022 -1.63681
76 H -1.48746 -5.88057 0.07057
77 H -2.71895 -6.92676 -1.92310
78 H -3.41489 -7.63230 -0.40569
79 H -2.28543 -8.41298 -1.57855
80 H -0.56353 -8.06282 1.11318
81 C -9.38251 -0.44261 1.34450
82 C -7.97891 -0.77241 1.87159
83 C -6.95600 -1.10460 0.83932
84 O -7.55320 0.28141 2.78972
85 H -9.43393 0.31258 0.56019
86 H -10.06048 -0.23074 2.17128
87 H -9.85370 -1.29836 0.86101
88 H -8.06813 -1.69165 2.45049
89 H -7.29231 -2.00023 0.31696
90 H -5.99110 -1.34616 1.28509
91 H -6.78592 -0.32136 0.10060
92 H -8.09341 0.12990 3.56870
93 C 1.73362 5.34979 2.48681
94 C 2.17075 5.42430 1.05422
95 C 1.97602 6.77762 0.47341
96 O 3.55845 5.28262 1.10092
97 H 2.14746 4.44778 2.93761
98 H 0.66012 5.16345 2.45566
99 H 2.03606 6.27099 2.98482
100 H 1.70946 4.66342 0.42464
101 H 0.93764 7.03073 0.25942
102 H 2.43454 6.90008 -0.50785
103 H 2.35448 7.51172 1.18471
104 H 3.82393 4.42072 1.42993
105 C -5.47400 5.63267 -4.46555
106 C -4.85582 5.22392 -3.18380
107 C -3.41805 4.70843 -3.24123
108 O -4.84045 6.37224 -2.37535
109 H -5.44313 4.77408 -5.13634
110 H -4.79726 6.31614 -4.97837
111 H -6.46791 6.07540 -4.40042
112 H -5.52496 4.41664 -2.88607
113 H -3.31350 3.75463 -3.75836
114 H -2.94871 4.49296 -2.28134
115 H -2.69450 5.40114 -3.67105
116 H -4.44364 6.12633 -1.53650
117 C 5.86604 2.29719 -6.93610
118 C 4.67477 1.66219 -6.23249
119 C 4.30485 2.26499 -4.91645
120 O 3.49461 1.57177 -7.09026
121 H 5.63943 3.24250 -7.42918
122 H 6.29526 1.75125 -7.77623
123 H 6.67253 2.43019 -6.21500
124 H 5.04476 0.65725 -6.02926
125 H 3.34171 1.91334 -4.54658
126 H 4.19523 3.34773 -4.97779
127 H 5.11648 2.02415 -4.22989
128 H 2.77805 1.22672 -6.55260
129 C -4.97871 -4.33800 6.52866
130 C -4.10502 -4.87306 5.32673
131 C -2.80868 -4.14276 5.13914
132 O -3.79356 -6.18183 5.62404
133 H -4.39435 -4.50365 7.43375
134 H -5.89539 -4.91333 6.65826
135 H -5.33042 -3.30637 6.51689
136 H -4.69783 -4.72172 4.42463
137 H -3.03162 -3.18926 4.66037
138 H -2.17518 -4.55304 4.35273
139 H -2.23206 -4.00692 6.05411
140 H -3.17041 -6.54690 4.99157

One value per record, in order, for energy above the lowest of the compared OMol25 structures with the same formula, charge and spin: 104.82, 88.54, 159.19 kcal/mol.